# 1
Entry from OMol25: 13 unconnected molecules or ions with the total composition C26H78N8O13 (the ωB97M-V functional and the def2-TZVPD basis).

E: -66768.05254 eV
gap between HOMO and LUMO: 9.582 eV
LUMO level: 0.142 eV
2S+1: 1
E_HOMO: -9.44 eV

Structure (XYZ):
```
125
C26H78N8O13, DFT the ωB97M-V functional and the def2-TZVPD basis
C -4.72583 -2.46102 -0.21933
C -5.12864 -3.85993 0.09921
C -4.41993 -4.90732 -0.73403
O -4.88871 -4.11177 1.46950
H -3.65990 -2.34707 -0.08257
H -5.24741 -1.72377 0.36613
H -4.91387 -2.30259 -1.30514
H -6.20102 -3.99587 -0.06133
H -4.74904 -5.92311 -0.55742
H -3.31676 -4.78849 -0.48889
H -4.45547 -4.71544 -1.81233
H -5.35065 -4.88613 1.74840
C 1.54125 4.40558 0.98536
C 2.41828 5.16599 1.95253
C 3.82229 4.56241 1.96519
O 2.64252 6.55293 1.50428
H 0.46602 4.60227 1.04839
H 1.70650 3.34814 1.30555
H 1.94677 4.60087 -0.00163
H 2.01964 5.20427 2.96559
H 4.48077 5.15150 2.60714
H 4.28049 4.50100 0.95532
H 3.78121 3.52725 2.35503
H 1.77388 7.00927 1.65018
C -0.77376 -3.88374 -5.76218
C -1.66270 -3.52234 -4.61738
C -0.98191 -3.71804 -3.25427
O -2.18269 -2.16141 -4.66026
H -0.58347 -4.95874 -5.63111
H 0.19251 -3.40877 -5.76796
H -1.25394 -3.67893 -6.68886
H -2.59145 -4.11632 -4.73694
H -1.60468 -3.28697 -2.45463
H -0.09436 -3.11583 -3.18421
H -0.71380 -4.75736 -3.09111
H -1.41419 -1.56807 -4.74880
C -1.32120 0.94956 0.94807
C -0.11225 0.09720 0.90313
C -0.24842 -0.89270 -0.22148
O 1.13164 0.80565 0.77916
H -2.20560 0.30352 0.83556
H -1.26987 1.68572 0.12946
H -1.42200 1.48608 1.88647
H -0.00148 -0.42980 1.85623
H -1.10450 -1.56027 0.02036
H 0.56731 -1.58393 -0.41485
H -0.43898 -0.35013 -1.15533
H 1.16481 1.34204 -0.02298
C 4.34163 2.17304 -1.01516
C 5.40883 1.12247 -1.04948
O 4.85518 -0.17244 -1.21176
H 4.71639 3.19241 -0.91729
H 3.68088 2.03239 -0.14296
H 3.64164 2.16088 -1.84583
H 6.02342 1.14209 -0.13867
H 6.14559 1.28311 -1.85079
H 4.29166 -0.29732 -0.40200
C 0.77819 1.98414 4.35425
C 1.90687 1.88977 5.34201
O 2.40500 0.56548 5.31396
H 1.07142 1.87000 3.30103
H 0.33736 2.96721 4.48235
H 0.01709 1.20976 4.54556
H 1.64298 2.31238 6.32558
H 2.72012 2.60511 5.05334
H 1.62850 0.00206 5.43228
C -3.13168 0.24322 -2.95826
C -3.73888 1.59413 -3.15901
O -4.65832 1.94252 -2.08205
H -2.70192 0.18974 -1.96268
H -2.31986 0.07395 -3.67428
H -3.82330 -0.60240 -3.07473
H -4.20292 1.66237 -4.11565
H -2.95528 2.33694 -3.16494
H -5.56986 1.96738 -2.37154
C 4.91274 -1.29420 2.50604
C 3.60432 -0.66541 2.21730
O 3.15451 -0.83687 0.89751
H 5.10760 -1.27417 3.57232
H 5.70253 -0.80065 1.95703
H 4.82452 -2.33439 2.15512
H 3.74485 0.38303 2.48544
H 2.84769 -0.97249 2.96014
H 2.39356 -0.19891 0.78186
C -1.97135 -0.59468 5.30525
C -1.95616 -1.97606 4.60978
O -0.76516 -2.27217 3.87914
H -2.08650 0.26523 4.61658
H -1.05554 -0.52183 5.83300
H -2.79282 -0.61528 6.04705
H -2.83918 -2.04951 3.99527
H -1.97683 -2.76145 5.33387
H -0.75297 -1.90342 2.99686
C 1.87853 -0.75651 -3.79804
O 0.68326 -0.67981 -4.22370
N 2.70147 -1.50488 -4.42722
N 2.28177 -0.05380 -2.79725
H 3.59625 -1.81505 -4.14145
H 2.32693 -1.95487 -5.23090
H 3.18055 -0.07589 -2.37172
H 1.56277 0.38099 -2.24557
C 0.27404 2.68923 -2.85024
O 0.47522 2.03845 -1.80491
N -0.27637 2.07236 -3.90966
N 0.42925 4.01736 -2.85787
H -0.05325 1.08990 -3.91183
H -0.24711 2.52493 -4.81367
H 0.48638 4.49486 -1.96967
H 0.12590 4.48561 -3.67422
C 2.25782 -4.68451 0.46416
O 2.01002 -5.85952 0.58452
N 3.18071 -4.19039 -0.43415
N 1.60368 -3.86185 1.33459
H 3.42730 -3.22375 -0.44536
H 3.71828 -4.83235 -0.97723
H 1.09270 -4.45623 1.98614
H 2.01859 -2.98870 1.63349
C -4.97609 3.55564 1.59860
O -6.05326 3.69901 2.15699
N -4.56116 4.32873 0.50403
N -4.05918 2.70491 2.19307
H -5.07352 5.17607 0.28987
H -3.84650 3.99831 -0.09113
H -3.15174 2.46165 1.85268
H -4.51725 1.90748 2.55353
```

Here are the Mulliken charges for atoms 1 to 5, given in e: -0.643 0.446 -1.160 -0.539 -0.231

# 2
Entry from OMol25: 13 unconnected molecules or ions with the total composition C26H78O13 (the ωB97M-V functional and the def2-TZVPD basis).

E: -54841.87756 eV
gap between HOMO and LUMO: 9.635 eV
LUMO level: 0.131 eV
2S+1: 1
E_HOMO: -9.50 eV

Structure (XYZ):
```
117
C26H78O13, DFT the ωB97M-V functional and the def2-TZVPD basis
C -2.69576 3.11843 -1.88394
C -2.80343 4.51273 -1.30975
O -1.84317 4.69147 -0.25292
H -3.00900 2.47112 -1.04905
H -1.68897 2.79421 -2.16501
H -3.42943 2.90607 -2.68191
H -3.79290 4.87419 -1.03141
H -2.48427 5.12347 -2.14577
H -2.06065 5.43049 0.34617
C -2.68488 2.92622 3.14570
C -2.76276 3.35310 4.61524
O -2.04563 2.35837 5.38799
H -3.21875 1.98480 3.02377
H -1.64008 2.81124 2.89132
H -3.19303 3.63047 2.46833
H -3.83011 3.30196 4.85684
H -2.43192 4.38277 4.73202
H -2.15201 2.57221 6.32104
C 3.79742 -1.63296 0.56844
C 2.90435 -1.03191 1.59336
O 2.47365 0.26220 1.20256
H 4.63771 -0.99311 0.29886
H 3.28654 -1.86408 -0.38237
H 4.21962 -2.58391 0.95261
H 3.43608 -0.92212 2.53534
H 2.03636 -1.66388 1.74707
H 2.09111 0.67507 2.01518
C -0.37289 -1.89378 3.37593
C -0.98228 -1.05667 4.46152
O -0.55858 0.29193 4.34991
H 0.69342 -1.98365 3.51563
H -0.55746 -1.47973 2.38168
H -0.83634 -2.87351 3.35556
H -0.64825 -1.36750 5.44911
H -2.06231 -1.14904 4.43968
H -1.23809 0.92076 4.61606
C 2.71689 3.53354 3.38967
C 1.44146 2.73768 3.41553
O 1.79670 1.36814 3.48313
H 3.22104 3.52121 4.36300
H 2.71022 4.58198 3.11655
H 3.36494 3.08974 2.61977
H 0.80509 2.79593 2.52935
H 0.84158 3.00963 4.30368
H 1.07358 0.85535 3.91257
C 0.05932 -5.67134 1.89198
C 0.71935 -5.04869 0.67626
O 0.27053 -3.74187 0.57906
H 0.35934 -6.68917 2.11745
H -1.02332 -5.71850 1.67562
H 0.20981 -5.06528 2.77876
H 0.53698 -5.61351 -0.24363
H 1.81116 -5.04341 0.88083
H 0.55574 -3.38914 -0.29163
C 1.64682 -4.40534 -3.89860
C 2.11888 -3.79446 -2.59705
O 1.05160 -3.09341 -2.00678
H 1.32099 -3.66828 -4.64354
H 0.77117 -5.01265 -3.66029
H 2.31944 -5.11363 -4.35777
H 2.99696 -3.14365 -2.82682
H 2.47347 -4.51226 -1.84038
H 0.81781 -2.27669 -2.47356
C -3.62142 -3.20297 0.85265
C -3.99306 -2.09303 1.79818
O -5.33378 -2.30064 2.15913
H -3.79766 -4.19570 1.23877
H -2.57740 -3.14124 0.53563
H -4.23637 -3.01676 -0.05256
H -3.85066 -1.08157 1.42325
H -3.35989 -2.23637 2.69326
H -5.57151 -1.66156 2.83192
C -0.04892 -0.53989 -5.33796
C 0.79353 0.20286 -4.29368
O 1.15805 -0.67197 -3.25334
H 0.53097 -1.29273 -5.84894
H -0.46618 0.16648 -6.08617
H -0.87409 -1.04769 -4.82355
H 0.17912 1.04871 -3.98236
H 1.71544 0.59326 -4.79825
H 1.23212 -0.15889 -2.43360
C -4.11965 -0.63559 -2.11358
C -4.15053 -1.35340 -3.40941
O -5.32479 -1.10137 -4.08592
H -4.01556 0.44871 -2.13330
H -3.33041 -1.01030 -1.46332
H -5.07485 -0.89709 -1.61726
H -4.05688 -2.43312 -3.23326
H -3.32204 -1.02537 -4.05594
H -5.42766 -1.71558 -4.82219
C 4.07492 0.59190 -2.74291
C 5.40224 1.20162 -2.30793
O 6.52685 0.79166 -3.02604
H 3.89329 0.80775 -3.80292
H 3.33356 1.00713 -2.08263
H 4.12769 -0.47573 -2.62352
H 5.47389 0.91112 -1.25184
H 5.26053 2.29576 -2.29809
H 6.47665 1.10621 -3.93045
C -0.94501 0.92595 0.60637
C -0.41112 -0.02499 -0.44039
O 0.80765 0.38223 -0.98570
H -1.96813 0.71373 0.89083
H -0.91410 1.92049 0.18676
H -0.37647 0.89581 1.54195
H -0.98155 -0.20005 -1.36111
H -0.41083 -1.01021 0.08853
H 1.42158 0.45277 -0.26131
C 3.08323 3.87906 -0.75640
C 1.60559 3.52611 -0.70979
O 0.93278 4.75538 -0.97109
H 3.20202 4.72496 -0.08209
H 3.41629 4.15645 -1.75734
H 3.68700 3.06931 -0.36436
H 1.26520 3.13718 0.26707
H 1.39406 2.72631 -1.45971
H 0.02536 4.69553 -0.69207
```

Here are the Mulliken charges for atoms 1 to 5, given in e: -0.551 -0.398 -0.500 -0.079 0.088

# 3
Entry from OMol25: 13 unconnected molecules or ions with the total composition C26H78O13 (the ωB97M-V functional and the def2-TZVPD basis).

net charge: +1
E: -54831.51613 eV
gap between HOMO and LUMO (spin up / spin down): 8.791 / 2.225 eV
LUMO level (spin up / spin down): -2.285 / -8.851 eV
2S+1: 2
E_HOMO (spin up / spin down): -11.08 / -11.08 eV

Structure (XYZ):
```
117
C26H78O13, DFT the ωB97M-V functional and the def2-TZVPD basis
C -1.92119 -4.31756 -2.71798
C -3.10645 -3.36333 -2.59165
O -3.26946 -2.59045 -3.76768
H -1.84745 -5.05375 -1.91755
H -1.01378 -3.71777 -2.64763
H -1.90201 -4.77504 -3.70714
H -2.91169 -2.70413 -1.74570
H -3.99571 -3.96026 -2.38919
H -3.83974 -3.14705 -4.30300
C 0.08028 3.38060 2.32295
C -0.71442 2.02890 2.36606
O -1.61711 2.00007 3.49424
H 0.95392 3.15668 1.71082
H 0.32599 3.78073 3.30663
H -0.47014 4.14999 1.78148
H -0.02267 1.19062 2.44899
H -1.32247 1.90990 1.46928
H -1.75737 1.09623 3.78580
C 0.71825 -4.02161 3.56760
C 0.31779 -3.60498 2.20336
O -0.88768 -2.85598 2.30281
H 1.69773 -4.49080 3.47498
H 0.07628 -4.84728 3.87458
H 0.75457 -3.20273 4.28608
H 0.20345 -4.49525 1.58495
H 1.05863 -2.93479 1.76736
H -1.62333 -3.43952 2.50255
C 4.24657 2.06007 1.09487
C 3.66221 2.34040 2.46060
O 3.65431 3.71541 2.75495
H 3.57721 2.46645 0.33664
H 4.28828 0.98826 0.90096
H 5.24110 2.46560 0.90898
H 4.32769 1.83260 3.15873
H 2.67809 1.87678 2.52901
H 3.22614 3.77527 3.61210
C 0.70392 -0.37359 0.30064
C -0.49245 -0.13664 -0.68647
O -0.05645 0.24225 -1.97177
H 1.42013 0.44807 0.30353
H 1.32869 -1.16619 -0.11113
H 0.45602 -0.68599 1.31506
H -1.13351 0.59484 -0.19445
H -1.02548 -1.06268 -0.90194
H -0.79129 0.30099 -2.58671
C -0.15169 0.12281 -5.54976
C -1.45844 -0.14576 -6.30113
O -1.44034 0.59905 -7.47550
H -0.09246 1.17056 -5.25514
H 0.71528 -0.14206 -6.15499
H -0.12373 -0.52553 -4.67399
H -2.31787 0.04985 -5.65987
H -1.48238 -1.20318 -6.56456
H -0.81273 0.22504 -8.09826
C 2.00584 -0.42110 4.62745
C 1.58532 0.76981 5.50632
O 2.74450 1.17065 6.16907
H 2.17818 -1.36514 5.14434
H 2.92191 -0.16766 4.09388
H 1.26329 -0.64494 3.86154
H 0.75404 0.53119 6.16974
H 1.15725 1.53550 4.85934
H 2.99247 0.43675 6.73607
C -0.41287 4.71066 -1.81140
C -0.58104 3.89451 -3.12735
O -1.76452 4.28784 -3.72704
H -0.44389 5.78516 -1.99197
H 0.62588 4.52392 -1.53895
H -1.03389 4.45340 -0.95335
H -0.53021 2.83278 -2.88604
H 0.18852 4.09829 -3.87190
H -1.92089 3.78479 -4.52959
C -3.99320 0.69277 1.17055
C -4.70988 0.86915 2.48588
O -5.88745 1.56985 2.26509
H -4.69148 0.29765 0.43273
H -3.16722 -0.00388 1.31383
H -3.62831 1.65774 0.81871
H -4.05625 1.43747 3.14761
H -4.90455 -0.12350 2.89191
H -6.45428 1.28367 2.98509
C 6.19597 -3.44730 -2.10358
C 4.95903 -2.74355 -2.59914
O 4.22950 -2.20766 -1.55019
H 5.97828 -4.38894 -1.59956
H 6.72284 -2.78926 -1.41257
H 6.80108 -3.66413 -2.98388
H 4.26961 -3.35325 -3.18316
H 5.26048 -1.94597 -3.27818
H 3.51951 -1.65921 -1.89181
C -3.91201 1.76093 -2.47747
C -3.93442 0.26871 -2.85052
O -2.61859 -0.17229 -3.19448
H -4.94602 2.04997 -2.28941
H -3.55330 2.36307 -3.31224
H -3.27940 2.00794 -1.62489
H -4.52805 0.03280 -3.73372
H -4.36304 -0.28614 -2.01594
H -2.73610 -1.07255 -3.50645
C -1.92974 -1.81855 6.04700
C -2.56075 -0.97066 4.89427
O -1.48272 -0.64225 3.99566
H -1.37172 -1.26529 6.80240
H -1.33435 -2.63399 5.63631
H -2.76947 -2.26385 6.58053
H -2.93632 -0.08280 5.40295
H -3.34697 -1.42327 4.29005
H -1.26420 -1.41601 3.47112
C 4.61042 1.10638 -2.26807
C 3.10539 1.17776 -2.53028
O 2.53205 -0.10199 -2.60889
H 4.83126 0.51043 -1.38253
H 5.09093 2.08382 -2.22549
H 5.16768 0.59971 -3.05601
H 2.98758 1.71057 -3.47385
H 2.65778 1.82292 -1.77429
H 1.59914 -0.04711 -2.38920
```

Here are the Mulliken charges for atoms 1 to 5, given in e: -1.115 0.042 -0.494 0.368 0.211

# 4
Entry from OMol25: 13 unconnected molecules or ions with the total composition C26H78O26 (the ωB97M-V functional and the def2-TZVPD basis).

E: -81455.74765 eV
gap between HOMO and LUMO: 9.909 eV
LUMO level: 0.482 eV
2S+1: 1
E_HOMO: -9.43 eV

Structure (XYZ):
```
130
C26H78O26, DFT the ωB97M-V functional and the def2-TZVPD basis
C 3.88330 -1.11258 -2.60873
C 4.42558 -1.55468 -3.96814
O 3.92436 -2.77241 -4.45818
O 2.51561 -1.24888 -2.49612
H 4.14828 -0.09163 -2.49529
H 4.44293 -1.67008 -1.87585
H 5.53827 -1.63284 -3.82454
H 4.20068 -0.80292 -4.70454
H 4.19780 -3.38848 -3.75049
H 2.20606 -2.07362 -2.28340
C -1.45100 -3.30622 -0.45203
C -2.94068 -3.30884 -0.73831
O -3.23891 -3.59150 -2.07728
O -0.67680 -2.41244 -1.22556
H -1.03715 -4.30185 -0.60096
H -1.39033 -3.07615 0.57939
H -3.30199 -2.31919 -0.47572
H -3.44391 -3.93828 0.00968
H -2.43499 -3.29019 -2.63044
H -1.31748 -1.77964 -1.52900
C 4.05123 1.74949 1.90431
C 4.85202 1.50014 3.15228
O 4.35623 0.42246 3.92200
O 2.70519 2.12342 2.06619
H 4.12282 0.80576 1.33719
H 4.55070 2.54445 1.36951
H 4.70700 2.37306 3.80147
H 5.91389 1.33528 2.91432
H 4.64008 -0.36510 3.44184
H 2.26051 1.77134 2.84532
C 0.81658 -4.44676 -4.19420
C -0.50619 -5.01513 -4.53237
O -1.36702 -3.89172 -4.72464
O 0.84736 -3.52371 -3.13982
H 1.22575 -4.13917 -5.14104
H 1.39439 -5.26301 -3.82050
H -1.00776 -5.65387 -3.79084
H -0.41832 -5.51682 -5.47164
H -0.90303 -3.38472 -5.41547
H -0.00876 -3.01455 -2.99214
C 3.35259 -3.68705 1.21728
C 2.24503 -4.10215 0.21102
O 2.74482 -4.02202 -1.12836
O 3.65568 -2.30783 1.22176
H 4.24401 -4.22683 0.98574
H 2.98949 -4.04451 2.22502
H 1.31751 -3.55366 0.20750
H 2.03173 -5.19543 0.54745
H 1.97815 -4.19342 -1.68519
H 2.95598 -1.92052 1.75968
C -5.12583 3.98432 -0.75570
C -3.70208 4.46460 -0.67900
O -2.86621 3.36247 -0.92370
O -5.53541 3.01089 0.24082
H -5.24196 3.48912 -1.68269
H -5.83689 4.78552 -0.61082
H -3.41082 4.75454 0.36745
H -3.48984 5.27989 -1.36344
H -2.07079 3.52642 -0.40317
H -5.04048 2.22039 -0.04752
C 0.30418 0.55516 -0.27235
C -0.61693 0.76004 0.95389
O -1.80560 -0.01375 0.81281
O -0.09158 1.51304 -1.26634
H 0.23923 -0.46322 -0.58964
H 1.33267 0.75970 0.07129
H -0.94293 1.85969 1.13520
H -0.03426 0.44359 1.82680
H -2.26330 0.20962 -0.05782
H 0.43182 1.54583 -2.04437
C 0.92352 -0.37591 -6.12659
C 0.15745 0.18942 -4.93606
O 0.96032 0.56972 -3.77146
O 1.21482 -1.74038 -5.96789
H 1.76298 0.30248 -6.40758
H 0.18458 -0.38743 -6.91890
H -0.66467 -0.50153 -4.67243
H -0.29022 1.16967 -5.16091
H 1.44965 -0.19440 -3.40936
H 1.82497 -1.89541 -5.25414
C 0.75143 1.35526 5.42639
C 1.27035 2.82072 5.31151
O 0.68665 3.57035 6.39412
O 1.63171 0.66692 4.43639
H -0.26772 1.34258 5.15087
H 0.83315 0.79929 6.34102
H 0.99054 3.14304 4.34679
H 2.35857 2.92601 5.39574
H 1.10730 3.26705 7.20531
H 2.48533 0.31392 4.73617
C 0.45416 4.44145 0.94315
C 1.23595 5.08339 2.11337
O 1.32381 6.49891 1.87728
O -0.92629 4.81498 0.99780
H 0.48043 3.32397 0.84586
H 0.95370 4.70529 0.01719
H 2.23715 4.62551 2.24988
H 0.66282 4.81849 3.07319
H 2.28645 6.69547 1.72108
H -0.87726 5.75843 1.06999
C -3.83471 1.20328 3.44452
C -3.29153 2.49233 2.72882
O -2.06759 2.90958 3.36229
O -3.15145 0.02045 3.14312
H -4.89587 1.07242 3.17512
H -3.63820 1.28074 4.50568
H -4.04243 3.30904 2.69856
H -3.06978 2.23234 1.67899
H -1.67935 3.56682 2.79933
H -2.99124 -0.04841 2.20666
C -4.35639 -0.27705 -2.20171
C -3.20528 0.40643 -2.90927
O -1.96456 -0.08717 -2.50886
O -4.14042 0.03520 -0.81968
H -4.29380 -1.34535 -2.39833
H -5.27159 0.10932 -2.56167
H -3.34655 1.56049 -2.76121
H -3.23544 0.24109 -3.97686
H -1.35033 0.63086 -2.17539
H -4.79829 -0.33087 -0.26634
C 0.25962 -2.14238 2.59969
C -0.52467 -2.22954 3.97274
O -0.84750 -0.97877 4.40055
O 1.39047 -1.35899 2.67936
H -0.35538 -1.84658 1.79303
H 0.66809 -3.14348 2.39563
H 0.27360 -2.63710 4.58698
H -1.30865 -2.89664 3.84762
H -1.63229 -0.66278 3.94725
H 1.26959 -0.72534 3.38570
```

Here are the Mulliken charges for atoms 1 to 5, given in e: -0.649 -0.869 -0.493 0.633 0.417